196
Properties=species:S:1:pos:R:3:mulliken_charge:R:1 method="wB97M-V/def2-TZVPD" relative_energy_kcal_mol=7.2 total_energy_ha=-5357.93466 homo_energy_ev=-7.5 homo_lumo_gap_ev=7.886
C 2.312 3.047 6.194 -0.883
C 2.277 2.336 4.996 -0.751
C 2.714 2.912 3.795 -0.059
C 3.092 4.228 3.811 -0.349
C 3.154 4.920 5.039 -0.685
C 2.779 4.355 6.185 0.902
O 2.878 5.056 7.327 -0.604
O 2.811 2.110 2.694 1.788
H 2.062 2.561 7.136 0.488
H 2.100 1.303 4.932 0.765
H 3.448 4.587 2.847 0.225
H 3.514 5.910 5.163 0.343
H 3.215 5.930 7.133 0.276
H 3.113 2.678 1.974 -1.140
C -0.509 5.672 1.312 -0.334
C -1.190 4.551 0.863 0.484
C -2.074 4.716 -0.216 -0.218
C -2.344 6.018 -0.725 -0.885
C -1.676 7.109 -0.197 -0.954
C -0.732 6.900 0.794 0.476
O 0.041 7.884 1.253 -0.569
O -2.812 3.680 -0.716 -0.313
H 0.184 5.531 2.158 0.775
H -0.952 3.555 1.261 0.265
H -3.068 6.002 -1.524 0.482
H -1.881 8.099 -0.511 0.382
H -0.232 8.649 0.743 0.306
H -2.557 2.886 -0.212 0.236
C -7.101 -0.013 -3.803 -0.723
C -5.954 -0.534 -3.303 -0.567
C -5.028 0.341 -2.668 0.382
C -5.336 1.715 -2.571 -0.766
C -6.519 2.224 -3.114 -0.532
C -7.451 1.318 -3.723 0.550
O -8.606 1.713 -4.349 -0.575
O -3.778 -0.058 -2.270 0.664
H -7.834 -0.658 -4.281 0.391
H -5.744 -1.575 -3.260 0.627
H -4.740 2.509 -2.064 0.386
H -6.649 3.305 -2.992 0.342
H -8.568 2.641 -4.099 0.272
H -3.394 -0.771 -2.837 -0.671
C -3.985 4.126 3.582 -0.513
C -2.900 3.251 3.381 -0.261
C -1.755 3.709 3.959 0.619
C -1.594 4.976 4.615 -0.496
C -2.727 5.808 4.720 -0.593
C -3.934 5.353 4.306 0.019
O -5.136 5.910 4.624 -0.533
O -0.608 2.940 3.736 -0.150
H -4.991 3.827 3.342 0.412
H -2.784 2.309 2.882 0.561
H -0.622 5.276 5.076 0.417
H -2.600 6.750 5.345 0.287
H -5.233 5.767 5.562 0.353
H 0.091 3.482 4.169 -0.149
C 5.320 -1.322 -3.418 -0.369
C 6.003 -0.205 -3.907 -1.044
C 5.476 0.999 -3.648 0.897
C 4.199 1.146 -3.035 -1.076
C 3.571 0.009 -2.624 0.981
C 4.227 -1.186 -2.622 0.108
O 3.715 -2.322 -2.070 -0.658
O 6.063 2.119 -4.176 -0.557
H 5.709 -2.332 -3.624 0.391
H 6.875 -0.348 -4.536 0.315
H 3.807 2.164 -2.888 0.574
H 2.661 0.089 -2.001 -0.178
H 2.956 -2.122 -1.464 -0.419
H 6.744 1.753 -4.763 0.301
C 1.766 -5.983 0.324 -1.198
C 1.497 -4.976 -0.511 0.398
C 1.448 -5.230 -1.866 -0.530
C 1.790 -6.442 -2.403 -0.521
C 2.086 -7.536 -1.536 -0.967
C 2.058 -7.245 -0.169 1.108
O 2.342 -8.217 0.737 -0.559
O 1.092 -4.197 -2.662 0.610
H 1.776 -5.820 1.395 0.485
H 1.309 -3.912 -0.231 0.439
H 1.925 -6.351 -3.486 0.435
H 2.399 -8.515 -1.909 0.297
H 2.471 -9.066 0.287 0.284
H 1.418 -4.219 -3.570 -0.164
C 0.849 -0.037 1.086 0.329
C -0.357 0.630 1.216 -0.095
C -1.329 0.452 0.230 1.004
C -1.066 -0.442 -0.779 0.055
C 0.091 -1.179 -0.853 0.227
C 1.048 -0.980 0.117 0.905
O 2.210 -1.704 0.199 0.448
O -2.552 1.059 0.352 -0.562
H 1.594 0.116 1.876 -0.481
H -0.597 1.215 2.071 0.186
H -1.908 -0.628 -1.449 0.002
H 0.191 -1.955 -1.590 -0.127
H 2.589 -1.559 1.093 -0.365
H -3.116 0.698 -0.375 -0.365
C -2.561 -5.080 2.950 -0.889
C -1.708 -4.865 4.012 -0.940
C -0.832 -3.820 3.916 0.650
C -0.843 -2.913 2.856 -0.264
C -1.589 -3.194 1.726 0.659
C -2.460 -4.273 1.770 -0.396
O -3.224 -4.489 0.662 0.085
O 0.072 -3.559 4.986 -0.429
H -3.215 -5.941 2.962 0.456
H -1.715 -5.532 4.888 0.278
H -0.061 -2.156 2.891 0.388
H -1.492 -2.757 0.720 0.124
H -3.738 -5.296 0.760 0.158
H -0.002 -4.365 5.481 0.240
C -2.569 -5.259 -2.596 -0.692
C -2.478 -3.913 -2.867 -0.744
C -3.150 -3.366 -3.911 0.812
C -3.919 -4.160 -4.756 -0.408
C -3.982 -5.537 -4.546 -0.991
C -3.249 -6.090 -3.476 0.649
O -3.239 -7.486 -3.310 -0.634
O -2.977 -2.031 -4.113 -0.226
H -1.992 -5.617 -1.747 0.388
H -1.813 -3.327 -2.193 0.289
H -4.355 -3.709 -5.640 0.482
H -4.646 -6.155 -5.133 0.431
H -2.761 -7.534 -2.484 0.345
H -3.182 -1.834 -5.022 0.080
C 7.075 3.650 1.680 -0.761
C 5.813 3.383 1.165 -0.337
C 5.646 1.963 0.908 0.186
C 6.507 0.998 1.389 -0.634
C 7.771 1.377 1.778 -0.661
C 8.039 2.706 1.966 0.806
O 9.239 3.141 2.473 -0.569
O 4.448 1.491 0.420 0.685
H 7.351 4.670 1.848 0.473
H 5.005 4.071 0.894 0.293
H 6.138 -0.008 1.165 0.409
H 8.602 0.703 1.896 0.320
H 9.766 2.376 2.747 0.289
H 4.545 1.398 -0.531 -0.457
C 3.265 -2.669 3.938 -0.505
C 3.313 -3.193 5.232 -0.492
C 3.769 -2.453 6.276 0.867
C 4.172 -1.176 6.095 -0.850
C 4.152 -0.594 4.806 -0.560
C 3.704 -1.335 3.733 0.109
O 3.656 -0.916 2.432 -0.285
O 3.633 -2.994 7.516 -0.576
H 2.860 -3.328 3.181 0.683
H 2.900 -4.162 5.389 0.428
H 4.515 -0.684 6.994 0.260
H 4.467 0.443 4.642 0.559
H 3.954 0.016 2.296 -0.456
H 4.071 -2.417 8.139 0.277
C 0.622 -0.420 -4.466 0.898
C 1.365 -1.607 -4.344 1.054
C 1.547 -2.473 -5.403 0.431
C 1.082 -2.107 -6.660 -1.076
C 0.417 -0.862 -6.813 -0.778
C 0.110 -0.067 -5.720 -0.327
O -0.494 1.162 -5.790 -0.389
O 2.261 -3.646 -5.156 -0.785
H 0.221 0.232 -3.699 -0.462
H 1.715 -1.866 -3.368 -0.083
H 1.386 -2.706 -7.498 0.482
H 0.022 -0.596 -7.803 0.412
H -0.213 1.764 -6.491 0.316
H 3.029 -3.502 -4.586 0.359
C -7.878 -2.138 -0.269 -0.663
C -6.725 -1.706 0.361 -0.758
C -5.485 -2.175 -0.110 0.150
C -5.430 -3.131 -1.135 0.300
C -6.623 -3.625 -1.681 -0.464
C -7.792 -3.046 -1.315 0.740
O -8.938 -3.562 -1.935 -0.577
O -4.316 -1.728 0.394 -0.052
H -8.827 -1.733 -0.010 0.374
H -6.699 -1.119 1.291 0.404
H -4.466 -3.559 -1.345 0.079
H -6.471 -4.312 -2.504 0.404
H -9.724 -3.240 -1.460 0.298
H -3.603 -2.203 -0.025 -0.277
C 0.606 2.777 -1.921 0.507
C 1.455 2.922 -0.808 1.207
C 1.894 4.200 -0.412 -0.321
C 1.575 5.322 -1.238 -0.646
C 0.751 5.148 -2.336 -0.685
C 0.318 3.853 -2.738 0.379
O -0.393 3.766 -3.919 -0.690
O 2.658 4.367 0.739 -0.058
H 0.268 1.771 -2.126 -0.531
H 1.721 1.987 -0.310 -0.597
H 1.785 6.374 -0.969 0.351
H 0.364 5.979 -2.931 0.326
H -0.641 2.865 -4.139 0.196
H 2.310 5.204 1.105 0.396